14
Properties=species:S:1:pos:R:3 method="wB97M-V/def2-TZVPD" e_lumo_ev=-5.62 charge=+1 smiles="NC(=[NH2+])/N=P/NP"
N -2.082 0.629 0.996
C -1.545 -0.146 0.042
N -2.451 -0.701 -0.765
N -0.296 -0.431 -0.039
P 0.899 0.356 0.948
N 2.128 -0.127 -0.110
P 3.875 0.021 -0.055
H -1.588 0.862 1.892
H -3.102 0.540 1.120
H -2.376 -1.300 -1.569
H -3.295 -0.173 -0.755
H 1.738 -1.036 -0.533
H 4.290 0.149 -1.359
H 3.805 1.357 0.187

=====

13
Properties=species:S:1:pos:R:3 method="wB97M-V/def2-TZVPD" e_lumo_ev="-10.32 / -12.28" charge=+2
C -0.033 -0.034 -0.126
N 0.579 -0.326 -1.144
N 0.249 -0.588 1.175
N 0.266 -0.063 3.423
N -0.325 0.524 -3.487
N 0.213 0.107 2.212
H -0.868 0.643 -0.125
H 0.709 -1.585 1.134
H 0.268 -0.981 3.862
H 0.183 0.884 3.969
H 0.173 1.267 -3.887
H -1.299 0.613 -3.383
H -0.115 -0.462 -3.623

=====

13
Properties=species:S:1:pos:R:3 method="wB97M-V/def2-TZVPD" e_lumo_ev=-11.21 charge=+2
C 0.516 1.417 0.028
N 1.706 1.081 0.027
N -0.762 0.925 0.012
N -2.277 -0.623 -0.163
N 2.020 -0.981 0.052
N -1.044 -0.355 -0.098
H 0.387 2.549 0.177
H -1.477 1.693 0.165
H -2.945 -0.001 0.151
H -2.595 -1.554 -0.433
H 2.554 -1.436 0.882
H 2.787 -1.214 -0.630
H 1.129 -1.501 -0.170

=====

14
Properties=species:S:1:pos:R:3 method="wB97M-V/def2-TZVPD" e_lumo_ev=-4.59 charge=+1
C -0.156 0.105 0.479
N -1.852 -2.212 -1.188
N -2.178 -1.422 -0.200
N -0.648 -1.640 -1.283
N -0.869 -0.904 -0.171
N 0.221 1.261 -1.003
N 0.954 -0.323 1.171
H -0.767 0.672 1.156
H 0.148 -2.041 -1.765
H 1.269 1.443 -0.991
H -0.202 2.174 -0.790
H -2.984 -1.491 0.426
H 1.383 0.197 1.871
H 1.527 -1.104 0.623

=====

Energy above the lowest of the compared OMol25 structures with the same formula, charge and spin (computed, kcal/mol): 19.11 48.72 38.12 154.48